Molecular formula: C42H47BrN2O15S
Method: DFT, wB97M-V/def2-TZVPD

Structure (SMILES) ... CCOCC[C@@]1(CC(=O)N(C)C)[C@@H](CC(=O)Br)OC[C@H](C(=O)[O-])[N@+]1(S)COCC.O=C1C=CC(=O)C=C1.O=C1C=CC(=O)C=C1.O=C1C=CC(=O)C=C1.O=C1C=CC(=O)C=C1
HOMO-LUMO gap ... 7.088 eV
Energy above the lowest of the compared OMol25 structures with the same formula, charge and spin ... 0.63 kJ/mol
Maximum force ... 3.725 eV Å⁻¹

```
! wB97M-V def2-TZVPD RIJCOSX def2/J DEFGRID3
* xyz 0 1
C 5.11877 -0.97474 5.06151
C 3.75898 -0.20653 4.96199
O 3.29507 0.02810 3.63020
C 3.00682 -1.24823 3.00092
C 2.16725 -0.90292 1.72592
C 1.10206 -1.94304 1.22268
C 1.44453 -3.40748 1.68932
C 2.81697 -4.04315 1.34223
O 3.69370 -4.09994 2.17384
N 3.13058 -4.73011 0.06630
C 3.27427 -6.17971 0.28949
C 4.50565 -4.22583 -0.27097
C -0.30842 -1.64716 1.96868
C -0.19224 -1.20897 3.46385
C -1.62397 -1.15823 4.12179
O -2.14640 -2.18205 4.39662
Br -2.49612 0.56316 4.51122
O -1.21750 -0.80525 1.28722
C -0.65744 0.23815 0.49523
C 0.36055 -0.37742 -0.52492
C -0.13399 -0.11014 -2.01785
O -1.32044 -0.25436 -2.34883
O 0.71621 0.30605 -2.88807
N 0.75403 -1.79870 -0.25229
S 2.24000 -1.96413 -1.29024
C -0.18201 -2.85348 -0.77347
O 0.58336 -3.90439 -1.38651
C -0.28130 -4.85539 -2.01540
C -0.80270 -5.95969 -1.02383
H 5.38595 -1.11523 6.14537
H 5.95121 -0.37805 4.61822
H 5.07933 -1.99914 4.62261
H 3.90389 0.78369 5.46180
H 2.96556 -0.73694 5.56618
H 2.49751 -1.86120 3.77888
H 3.99326 -1.64617 2.67148
H 1.64068 0.06359 1.95574
H 2.92286 -0.59583 0.95128
H 1.39450 -3.38414 2.81070
H 0.66388 -4.17653 1.43123
H 3.58142 -6.68988 -0.66309
H 2.31791 -6.67415 0.59989
H 4.06136 -6.42273 1.04923
H 4.71069 -4.28819 -1.37023
H 5.31041 -4.79590 0.25977
H 4.56932 -3.13523 -0.01833
H -0.81742 -2.65354 2.00528
H 0.37102 -1.96713 4.06712
H 0.23980 -0.18161 3.57048
H -0.21884 1.04735 1.14450
H -1.48726 0.73056 -0.07382
H 1.26080 0.29146 -0.49411
H 1.81964 -1.91067 -2.59271
H -0.91520 -2.53570 -1.54885
H -0.77780 -3.38821 0.01003
H -1.14877 -4.39555 -2.55021
H 0.35416 -5.38761 -2.77284
H -1.63204 -6.50001 -1.54415
H -1.23344 -5.47793 -0.10530
H -0.02084 -6.71254 -0.77121
O -7.49934 -0.97775 0.16404
C -7.01461 -0.19915 0.95960
C -7.25776 1.25757 0.85551
C -6.72422 2.11276 1.72577
C -5.86458 1.64167 2.83629
O -5.37694 2.41987 3.63133
C -5.62088 0.18497 2.93896
C -6.15543 -0.66907 2.06897
H -7.88789 1.58355 0.03737
H -6.89028 3.18084 1.66332
H -4.98857 -0.14340 3.75304
H -5.98714 -1.73697 2.12946
O -5.96509 3.85246 -2.47296
C -6.07395 2.87288 -3.18340
C -4.96380 1.90321 -3.33230
C -5.08250 0.83054 -4.11210
C -6.33054 0.56020 -4.86283
O -6.44057 -0.41828 -5.57241
C -7.44146 1.53024 -4.71401
C -7.32216 2.60271 -3.93405
H -4.05905 2.11525 -2.77630
H -4.28071 0.11255 -4.23258
H -8.34577 1.31751 -5.27027
H -8.12302 3.32137 -3.81266
O 4.24678 2.72048 -2.35920
C 3.65841 3.26067 -3.27924
C 2.55402 2.58034 -3.99072
C 1.91385 3.17311 -4.99716
C 2.27847 4.53689 -5.44421
O 1.69350 5.07951 -6.36052
C 3.38447 5.21737 -4.72943
C 4.02423 4.62408 -3.72442
H 2.29909 1.58363 -3.64884
H 1.10390 2.69067 -5.52940
H 3.63811 6.21404 -5.06817
H 4.83306 5.10540 -3.19016
O 1.18070 4.89607 2.91247
C 1.73714 5.32455 1.92168
C 1.52520 6.71732 1.46205
C 2.13374 7.18598 0.37414
C 3.04919 6.33541 -0.42116
O 3.60610 6.76148 -1.41280
C 3.26131 4.94256 0.03845
C 2.65244 4.47490 1.12635
H 0.85350 7.32453 2.05573
H 1.99027 8.20005 0.02285
H 3.93310 4.33364 -0.55523
H 2.79588 3.46050 1.47761
*
```

Atomic partial charges in e from the Mulliken method, atoms 1 to 5:
1 C -0.957
2 C -0.237
3 O -0.341
4 C -1.333
5 C -1.190